(w)
The following is a DFT calculation (the ωB97M-V functional and the def2-TZVPD basis) of the ion C5H9N2O with charge +1.

ORCA input file:
```
! wB97M-V def2-TZVPD RIJCOSX def2/J DEFGRID3
* xyz 1 1
H -1.30367 1.99749 0.39228
N -0.64090 1.25588 0.24522
C -0.92380 0.09512 -0.06700
N 0.29467 -0.80949 -0.20572
C 1.49722 -0.41950 -0.12291
C 2.33461 0.70922 -0.15827
C 2.97000 -0.62377 0.08429
O -1.89194 -0.70271 -0.28712
C -3.19420 -0.17500 -0.07489
H 0.13824 -1.88484 -0.24864
H 2.21411 1.29953 0.64468
H 2.19798 1.18499 -1.07820
H 3.60354 -1.19311 -0.48868
H 3.20727 -0.76367 1.13293
H -3.09146 0.32732 1.01289
H -4.01023 -0.84803 -0.01973
H -3.40145 0.55057 -0.76114
*
```

Properties
- HOMO level: -15.147 eV
- LUMO level: -4.25 eV

***

(x)
The following is a DFT calculation (the ωB97M-V functional and the def2-TZVPD basis) of the ion C5H9N2O with charge +1.

ORCA input file:
```
! wB97M-V def2-TZVPD RIJCOSX def2/J DEFGRID3
* xyz 1 1
C -0.83820 -0.63206 -0.06491
C 2.91439 0.16068 -0.08466
C -0.73102 0.88917 0.06806
C 0.73656 1.32575 -0.12112
C -2.26756 -1.02716 -0.07067
N 0.14056 -1.33419 -0.09094
N 3.43709 -1.01384 -0.02605
O 1.62895 0.16064 -0.11469
H -1.36850 1.40833 -0.61318
H -1.18484 1.29810 1.02265
H 0.80618 1.77788 -1.05350
H 1.02548 2.15310 0.58207
H -2.71719 -0.53717 0.75907
H -2.61766 -2.06955 0.13989
H -2.68311 -0.79334 -0.99727
H 4.47717 -0.86780 -0.05570
H 2.86404 -1.94816 -0.04051
*
```

Properties
- HOMO level (alpha / beta): -13.179 / -14.875 eV
- LUMO level (alpha / beta): -6.88 / -4.91 eV

***

(y)
The following is a DFT calculation (the ωB97M-V functional and the def2-TZVPD basis) of a cluster of 2 separate species, C5H9N2O in total.

ORCA input file:
```
! wB97M-V def2-TZVPD RIJCOSX def2/J DEFGRID3
* xyz 1 1
C -1.71452 1.40401 0.40885
C -0.49325 1.99755 0.77319
C -1.47914 0.84269 -0.83218
C 0.31433 1.96222 -0.29527
C 0.38126 -1.17339 0.28503
N 1.32934 -0.87767 -0.56943
N -0.27021 -2.27669 0.11660
O -0.17678 1.13951 -1.24806
H -2.59486 1.17968 1.02612
H -0.35920 2.64800 1.56693
H -2.08786 0.32875 -1.49917
H -0.00966 -0.44291 0.93431
H 2.03197 -0.14034 -0.65380
H 1.51099 -1.73157 -1.11720
H -0.96822 -2.40411 0.75999
H 0.00646 -3.03305 -0.50686
H 1.34662 2.21679 -0.62832
*
```

Properties
- HOMO level: -12.764 eV
- LUMO level: -3.62 eV

***

Which is most stable, and by how much? (y), by 0.0749 hartree.

***

(w)
The following is a DFT calculation (the ωB97M-V functional and the def2-TZVPD basis) of a cluster of 2 separate species, C2H8NS in total.

ORCA input file:
```
! wB97M-V def2-TZVPD RIJCOSX def2/J DEFGRID3
* xyz -1 1
S -1.04140 3.54342 -0.80880
H -0.49860 2.34742 -0.52621
C -0.15803 -1.26368 -0.80168
N -0.53659 -0.42171 0.32116
C 0.61418 -0.10357 1.16074
H -0.20203 -2.31358 -0.51149
H 0.78587 -1.00517 -1.31395
H -0.88297 -1.10893 -1.60361
H -0.82036 0.46917 -0.08418
H 0.27764 0.34120 2.09090
H 1.12969 -1.03635 1.41332
H 1.33260 0.55179 0.66380
*
```

Properties
- HOMO level: -2.579 eV
- LUMO level: 3.83 eV

***

(x)
The following is a DFT calculation (the ωB97M-V functional and the def2-TZVPD basis) of a cluster of 2 separate species, C2H8NS in total.

ORCA input file:
```
! wB97M-V def2-TZVPD RIJCOSX def2/J DEFGRID3
* xyz -1 1
S 1.26687 -1.68171 -0.29013
H 0.55484 -2.61992 0.34453
C -1.95416 0.66589 0.55467
C -0.91136 1.26255 -0.39655
N 0.33319 1.59718 0.35862
H -2.33893 1.41883 1.24541
H -1.42034 -0.07999 1.13524
H -2.73739 0.25575 -0.07906
H -1.11298 2.20021 -0.90754
H -0.72691 0.46040 -1.11793
H 0.81058 2.25594 -0.24392
H 0.89730 0.74728 0.39675
*
```

Properties
- HOMO level: -2.712 eV
- LUMO level: 4.27 eV

***

Which is most stable, and by how much? (x), by 0.0154 hartree.

***

(w)
The following is a DFT calculation (the ωB97M-V functional and the def2-TZVPD basis) of a structure of composition C2H5ClNO.

ORCA input file:
```
! wB97M-V def2-TZVPD RIJCOSX def2/J DEFGRID3
* xyz -1 1
C 1.23371 -0.21570 0.12976
C 0.10206 0.67700 -0.32541
N -1.48432 -0.44430 -0.45711
O -1.28332 -1.34452 0.36559
Cl -3.02711 0.77949 0.07404
H 2.05114 -0.44509 -0.51899
H 1.61828 -0.16974 1.16659
H 0.84846 -1.22762 0.35054
H -0.20563 1.29247 0.48336
H 0.14673 1.09800 -1.26837
*
```

Properties
- HOMO level (alpha / beta): -2.547 / -2.549 eV
- LUMO level (alpha / beta): 4.34 / 4.34 eV

***

(x)
The following is a DFT calculation (the ωB97M-V functional and the def2-TZVPD basis) of the ion C2H5ClNO with charge -1.

ORCA input file:
```
! wB97M-V def2-TZVPD RIJCOSX def2/J DEFGRID3
* xyz -1 1
C 1.41346 -0.30693 0.00370
O 0.23292 -0.30432 0.74177
C -0.83820 0.52463 0.12465
N -2.12709 0.26942 0.53623
Cl -2.64590 -1.24034 -0.28190
H 1.38070 -1.03855 -0.81558
H 1.63157 0.67826 -0.42880
H 2.24263 -0.57607 0.66259
H -0.62453 1.56263 0.42502
H -0.66558 0.43126 -0.96768
*
```

Properties
- HOMO level: -2.389 eV
- LUMO level: 4.16 eV

***

Which is most stable, and by how much? (x), by 0.0397 hartree.

***

(w)
The following is a DFT calculation (the ωB97M-V functional and the def2-TZVPD basis) of a cluster of 2 separate species, C4H15N2OS in total.

ORCA input file:
```
! wB97M-V def2-TZVPD RIJCOSX def2/J DEFGRID3
* xyz 0 2
N 1.13494 -1.34973 0.36219
C 0.74803 0.04661 -0.04946
C -0.06903 0.81368 1.15272
C 0.10882 2.41262 1.05932
S -1.46504 3.03594 1.56528
C -0.01302 0.09381 -1.37603
N 0.89381 -0.48533 -2.36794
H 2.04085 -1.36502 0.96198
H 1.62546 -1.80500 -0.47626
H 0.32464 -1.89206 0.64598
H 1.68788 0.66817 -0.06414
H 0.22503 0.51049 2.15792
H -1.03970 0.46611 0.96897
H 0.35670 2.69099 0.01745
H 0.82042 2.66317 1.81022
H -1.55914 2.60485 2.81613
H -0.95638 -0.56286 -1.32732
H -0.50144 1.05887 -1.51816
H 0.38075 -0.98157 -3.07396
H 1.45862 0.18962 -2.73995
H -2.25239 -2.95957 -0.96114
H -2.19828 -3.04007 0.55036
O -1.75151 -2.81373 -0.11415
*
```

Properties
- HOMO level (alpha / beta): -3.051 / -9.014 eV
- LUMO level (alpha / beta): 0.41 / 0.26 eV
- <S²>: 0.75

***

(x)
The following is a DFT calculation (the ωB97M-V functional and the def2-TZVPD basis) of a cluster of 2 separate species, C4H15N2OS in total.

ORCA input file:
```
! wB97M-V def2-TZVPD RIJCOSX def2/J DEFGRID3
* xyz 0 2
C 1.29309 0.01607 0.60069
N -0.01064 0.62493 0.60130
C -0.88281 0.15645 -0.48210
C -1.27695 -1.36863 -0.41839
S -0.81123 -2.18960 -1.97560
C 2.24322 0.59808 -0.49215
N 1.93417 2.02721 -0.69289
H 1.42755 -1.06408 0.75044
H 1.75645 0.30874 1.55702
H -0.46884 0.68297 1.49698
H -0.25000 0.34063 -1.33442
H -1.84604 0.65416 -0.44055
H -0.80945 -1.84184 0.43163
H -2.34988 -1.30155 -0.32306
H -1.93795 -2.75857 -2.38274
H 1.99304 0.02799 -1.38131
H 3.23895 0.39760 -0.12069
H 1.80918 2.33044 -1.70266
H 2.50793 2.69722 -0.11023
H 0.98478 2.16182 -0.28995
H -3.34187 -0.50051 1.74113
H -2.67402 -1.05713 2.95782
O -2.52870 -0.94240 2.00972
*
```

Properties
- HOMO level (alpha / beta): -3.249 / -8.985 eV
- LUMO level (alpha / beta): 0.16 / 0.13 eV
- <S²>: 0.75

***

Which is most stable, and by how much? (x), by 0.0250 hartree.

***

(w)
The following is a DFT calculation (the ωB97M-V functional and the def2-TZVPD basis) of an isolated molecule of C3H3N3O.

ORCA input file:
```
! wB97M-V def2-TZVPD RIJCOSX def2/J DEFGRID3
* xyz 0 1
N -1.23708 2.33147 -0.33932
C -1.31467 1.12821 -0.11229
N -1.30169 -0.04364 0.25268
N -0.71125 -1.01479 -0.52766
C 0.49461 -1.33394 -0.26464
C 1.40636 -0.72614 0.75224
O 1.04402 -0.07258 1.70046
H -1.91410 2.73482 -0.99036
H 0.90793 -2.12676 -0.88727
H 2.48399 -0.90861 0.56405
*
```

Properties
- HOMO level: -9.433 eV
- LUMO level: -0.53 eV

***

(x)
The following is a DFT calculation (the ωB97M-V functional and the def2-TZVPD basis) of a structure of composition C3H3N3O.

ORCA input file:
```
! wB97M-V def2-TZVPD RIJCOSX def2/J DEFGRID3
* xyz 0 1
N -1.80182 0.63122 0.95811
C -0.80266 -0.04321 0.80248
N -0.01939 -1.12490 1.13082
N 0.29611 -1.54794 -0.04188
O 1.83492 0.87736 0.43989
C 1.24476 0.67356 -0.59239
C 0.27031 -0.44790 -0.85878
H -2.53473 0.30484 1.57617
H 1.38824 1.31597 -1.48501
H 0.12428 -0.63900 -1.92942
*
```

Properties
- HOMO level: -9.833 eV
- LUMO level: -0.62 eV

***

Which is most stable, and by how much? (w), by 0.0616 hartree.

***

(w)
The following is a DFT calculation (the ωB97M-V functional and the def2-TZVPD basis) of an isolated molecule of C3H3N3O.

ORCA input file:
```
! wB97M-V def2-TZVPD RIJCOSX def2/J DEFGRID3
* xyz 0 1
N -0.67407 -0.93360 0.98615
C -1.15668 -0.13575 0.06780
N 0.60414 -1.54110 0.71365
N 0.98737 -1.10860 -0.37417
O 1.02111 1.52340 0.69254
C 0.39520 1.32204 -0.30809
C 0.02618 -0.10604 -0.83664
H -1.04537 -1.07415 1.91217
H -0.06322 2.10875 -0.92985
H -0.09465 -0.05495 -1.92355
*
```

Properties
- HOMO level: -9.880 eV
- LUMO level: -0.29 eV

***

(x)
The following is a DFT calculation (the ωB97M-V functional and the def2-TZVPD basis) of a structure of composition C3H3N3O.

ORCA input file:
```
! wB97M-V def2-TZVPD RIJCOSX def2/J DEFGRID3
* xyz 0 1
C 1.16983 0.78652 -0.71317
C 0.16376 0.28603 0.09344
C -1.50245 -0.77615 0.52170
H 0.90371 -0.44388 -2.31591
H 1.92397 1.17791 -0.10989
H -2.49700 -1.02228 0.49422
N -1.08756 -0.13262 -0.53785
N -0.78048 -0.60789 1.77049
N 0.27980 0.06502 1.44405
O 1.47502 0.40478 -2.02713
*
```

Properties
- HOMO level: -9.973 eV
- LUMO level: -1.42 eV

***

Which is most stable, and by how much? (x), by 0.0226 hartree.